This record from the Open Molecules 2025 dataset describes a cluster of 3 separate species, H3N3O3 in total at a distorted geometry. The level of theory is ωB97M-V/def2-TZVPD.

Cartesian coordinates (Å):
H  -2.277  0.844  0.229
N  0.228  -2.186  -0.494
N  1.265  0.576  -0.112
O  0.634  1.721  0.322
O  2.446  0.576  -0.031
N  0.637  -3.201  -0.396
H  -0.311  1.596  0.330
H  -1.210  -0.425  0.041
O  -1.411  0.498  0.110

Total charge: 0
E_HOMO (Ha): -0.359
Energy relative to the best compared isomer or geometry (same formula, charge and spin) (kcal/mol): 12.3

Atomic partial charges in e from the Mulliken method, atoms 1 to 5: 0.30 0.22 0.31 -0.40 -0.40



This record from the Open Molecules 2025 dataset describes a cluster of 3 separate species, H3N3O3S2 in total at a distorted geometry. The level of theory is ωB97M-V/def2-TZVPD.

Cartesian coordinates (Å):
O  0.768  1.439  -0.926
H  -1.194  -1.530  -0.972
H  -0.243  2.323  2.668
H  -0.890  -2.527  0.005
S  0.497  1.266  2.212
N  -0.335  0.937  -0.715
O  -1.610  -1.911  -0.172
S  -0.901  0.493  1.019
N  2.030  -0.788  -0.992
N  2.938  -0.300  -0.564
O  -1.059  0.598  -1.563

Total charge: 0
E_HOMO (alpha / beta) (Ha): -0.233 / -0.378
Spin multiplicity: 3

Atomic partial charges in e from the Mulliken method, atoms 1 to 5: -0.54 0.34 0.20 0.34 -0.08



This record from the Open Molecules 2025 dataset describes a cluster of 2 separate species, H3N3OS in total at a distorted geometry. The level of theory is ωB97M-V/def2-TZVPD.

Cartesian coordinates (Å):
N  1.084  -1.224  0.525
S  2.259  -0.185  0.101
H  -1.771  2.918  -1.261
H  0.510  -1.636  -0.197
H  0.636  -1.103  1.424
N  -0.797  3.056  -1.590
O  0.170  1.285  -0.523
N  0.049  2.276  -1.222

Total charge: 0
E_HOMO (alpha / beta) (Ha): -0.290 / -0.311
Energy relative to the best compared isomer or geometry (same formula, charge and spin) (kcal/mol): 0.0
Spin multiplicity: 3

Atomic partial charges in e from the Mulliken method, atoms 1 to 5: -0.42 -0.12 0.27 0.26 0.27



This record from the Open Molecules 2025 dataset describes the molecule H3NO at a distorted geometry. The level of theory is ωB97M-V/def2-TZVPD.

Cartesian coordinates (Å):
O  -0.862  -0.345  -0.230
H  0.849  -0.509  0.627
H  -1.223  0.410  0.207
N  0.607  -0.317  -0.288
H  0.629  0.760  -0.315

Total charge: 0
E_HOMO (Ha): -0.385
Energy relative to the best compared isomer or geometry (same formula, charge and spin) (kcal/mol): 9.5

Partial charges, Mulliken, in e: -0.42 0.26 0.31 -0.39 0.25



This record from the Open Molecules 2025 dataset describes a structure of composition H3NO2 at a distorted geometry. The level of theory is ωB97M-V/def2-TZVPD.

Cartesian coordinates (Å):
N  -0.917  0.184  -0.123
H  -1.273  -0.680  -0.472
O  0.083  -0.027  0.689
O  1.585  0.186  -0.014
H  1.734  -0.822  0.008
H  -1.212  1.158  -0.088

Total charge: 0
E_HOMO (Ha): -0.358
Energy relative to the best compared isomer or geometry (same formula, charge and spin) (kcal/mol): 46.1

Atomic partial charges in e from the Mulliken method, atoms 1 to 5: -0.20 0.25 -0.24 -0.39 0.32



This record from the Open Molecules 2025 dataset describes a cluster of 2 separate species, H3NO2 in total at a distorted geometry. The level of theory is ωB97M-V/def2-TZVPD.

Cartesian coordinates (Å):
H  0.663  1.408  -0.946
H  -0.867  0.778  -1.153
O  -0.283  -1.131  1.064
H  0.414  -1.785  0.919
O  -0.003  0.134  0.980
N  0.076  0.598  -0.863

Total charge: 0
E_HOMO (Ha): -0.368
Energy relative to the best compared isomer or geometry (same formula, charge and spin) (kcal/mol): 75.4

Atomic partial charges in e from the Mulliken method, atoms 1 to 5: 0.24 0.25 -0.25 0.34 -0.18



This record from the Open Molecules 2025 dataset describes a structure of composition H3NO2 at a distorted geometry. The level of theory is ωB97M-V/def2-TZVPD.

Cartesian coordinates (Å):
H  1.422  -0.460  -0.742
N  0.990  0.083  -0.052
O  -0.119  0.615  -0.188
H  1.383  -0.277  0.800
H  -2.080  0.289  0.366
O  -1.596  -0.249  -0.185

Total charge: 0
E_HOMO (alpha / beta) (Ha): -0.359 / -0.358
Energy relative to the best compared isomer or geometry (same formula, charge and spin) (kcal/mol): 53.0

Atomic partial charges in e from the Mulliken method, atoms 1 to 5: 0.23 -0.10 -0.22 0.24 0.28



This record from the Open Molecules 2025 dataset describes the molecule H3NO2S2 at a distorted geometry. The level of theory is ωB97M-V/def2-TZVPD.

Cartesian coordinates (Å):
S  2.767  0.263  -0.097
H  -1.458  -0.350  0.730
O  0.612  -1.607  0.195
O  0.011  0.841  0.285
S  1.008  -0.368  -0.375
H  0.510  -0.240  -1.559
H  -2.035  1.068  0.717
N  -1.415  0.393  0.105

Total charge: 0
E_HOMO (Ha): -0.369
Energy relative to the best compared isomer or geometry (same formula, charge and spin) (kcal/mol): 42.5

Atomic partial charges in e from the Mulliken method, atoms 1 to 5: -0.25 0.27 -0.51 -0.23 0.71



This record from the Open Molecules 2025 dataset describes a cluster of 2 separate species, H3NO3P in total at a distorted geometry. The level of theory is ωB97M-V/def2-TZVPD.

Cartesian coordinates (Å):
N  1.116  0.459  -0.066
H  1.526  0.422  1.629
O  -1.326  0.699  -0.822
H  -1.756  1.584  -0.524
P  -0.635  0.150  0.612
O  1.487  -0.563  -0.676
H  0.171  -1.370  -0.386
O  -0.583  -1.383  0.233

Total charge: -1
E_HOMO (alpha / beta) (Ha): -0.036 / -0.097
Energy relative to the best compared isomer or geometry (same formula, charge and spin) (kcal/mol): 17.3
Spin multiplicity: 3

Atomic partial charges in e from the Mulliken method, atoms 1 to 5: -0.30 0.08 -0.44 0.29 -0.06



This record from the Open Molecules 2025 dataset describes a cluster of 2 separate species, H3NO3S in total at a distorted geometry. The level of theory is ωB97M-V/def2-TZVPD.

Cartesian coordinates (Å):
O  -2.030  -0.795  0.061
O  -1.692  0.492  -0.418
H  -2.229  1.077  0.130
H  2.819  1.307  -0.016
O  0.711  -1.258  0.207
S  1.223  -0.094  -0.486
N  2.354  0.492  0.347
H  -1.156  -1.221  0.175

Total charge: 0
E_HOMO (Ha): -0.375
Energy relative to the best compared isomer or geometry (same formula, charge and spin) (kcal/mol): 83.9

Atomic partial charges in e from the Mulliken method, atoms 1 to 5: -0.34 -0.35 0.33 0.29 -0.53



This record from the Open Molecules 2025 dataset describes the molecule H3NO3Si at a distorted geometry. The level of theory is ωB97M-V/def2-TZVPD.

Cartesian coordinates (Å):
O  0.682  -1.955  1.496
H  -1.040  0.694  0.881
O  2.301  -0.514  1.650
N  1.260  -0.927  1.251
O  -0.287  -0.584  -1.111
H  1.172  0.954  -0.437
H  -0.896  -1.276  -1.318
Si  0.193  0.166  0.152

Total charge: 0
E_HOMO (Ha): -0.382
Energy relative to the best compared isomer or geometry (same formula, charge and spin) (kcal/mol): 8.5

Atomic partial charges in e from the Mulliken method, atoms 1 to 5: -0.57 -0.07 -0.55 0.86 -0.35



This record from the Open Molecules 2025 dataset describes the molecule H3NOP2 at a distorted geometry. The level of theory is ωB97M-V/def2-TZVPD.

Cartesian coordinates (Å):
H  0.067  -0.437  -1.632
P  0.554  0.056  -0.250
N  -0.693  1.184  -0.382
H  -1.989  -0.154  0.714
O  -0.642  2.003  0.597
H  -0.574  -0.135  2.309
P  -0.828  -1.013  1.236

Total charge: 0
E_HOMO (Ha): -0.342
Energy relative to the best compared isomer or geometry (same formula, charge and spin) (kcal/mol): 23.3

Atomic partial charges in e from the Mulliken method, atoms 1 to 5: 0.10 0.10 -0.05 0.14 -0.27



Question: Which value of total charge does entry 4 give?
Answer: 0